Record 1
62
Properties=species:S:1:pos:R:3:forces:R:3:mulliken_charge:R:1 method="wB97M-V/def2-TZVPD" e_above_lowest_kcal_mol=33.3 spin_multiplicity=1 homo_ev="-20.87 / -20.56" total_charge=+4
W -0.02090 0.77925 0.02312 -0.394 0.429 -2.519 1.343
C -1.94310 3.37995 0.09752 -1.153 0.262 0.283 -0.759
N -0.62380 2.79425 -0.27718 0.088 0.582 -0.865 0.195
C 0.48680 3.69025 0.15432 0.726 0.530 0.429 -0.813
C 0.87870 3.28675 1.57962 -0.213 0.842 -0.456 -0.717
N 0.98110 1.78905 1.66172 0.579 -0.207 -0.025 0.219
C 0.33300 1.31865 2.91722 -0.361 -0.421 1.007 -1.125
C 2.40460 1.36235 1.60242 0.527 0.165 0.524 -0.020
C 3.21870 1.39955 2.72582 -0.761 -0.025 -0.265 -0.484
C 4.55720 1.01895 2.64022 0.032 -0.040 -0.092 -0.827
C 5.11110 0.64965 1.42222 -0.076 -0.090 -0.444 -0.800
C 4.32290 0.64565 0.28172 0.555 -0.147 0.137 -0.755
C 2.97070 0.97695 0.36832 -0.879 0.309 -0.885 0.873
S 2.00250 0.99095 -1.12938 -0.252 -0.011 1.450 -0.183
C -0.59080 2.44395 -1.70058 -0.493 0.344 -0.574 -0.015
C -0.09820 3.26055 -2.71758 0.190 0.040 0.047 -0.781
C -0.06960 2.80235 -4.03298 -0.012 0.321 0.570 -0.821
C -0.50620 1.51705 -4.35158 -0.371 -0.704 0.275 -0.778
C -1.04370 0.70015 -3.37198 0.472 0.031 -0.679 -0.667
C -1.11190 1.14325 -2.03978 -0.559 0.251 0.991 1.162
S -2.14110 0.27545 -0.84838 1.302 0.864 -0.021 -0.140
H -2.75800 2.67725 -0.09958 0.306 0.115 0.057 0.335
H -2.14020 4.28355 -0.48578 0.307 -0.066 -0.033 0.385
H -1.96730 3.65755 1.15152 0.182 -0.158 0.007 0.438
H 0.18240 4.74335 0.14572 -0.061 -0.196 -0.093 0.519
H 1.34600 3.57875 -0.52188 -0.356 -0.022 0.129 0.505
H 0.14120 3.64595 2.30752 0.060 -0.271 -0.161 0.621
H 1.83620 3.75055 1.84412 -0.188 -0.171 -0.006 0.331
H 0.64220 1.91175 3.78362 0.020 0.090 -0.248 0.553
H 0.61440 0.27855 3.12342 -0.203 0.312 -0.186 0.366
H -0.76250 1.42835 2.84082 0.332 -0.055 -0.048 0.418
H 2.83980 1.73695 3.67942 -0.060 -0.017 0.086 0.523
H 5.16950 1.02645 3.52942 0.058 0.079 0.109 0.498
H 6.15330 0.37065 1.35422 0.047 0.016 -0.001 0.483
H 4.75510 0.39295 -0.67468 0.046 -0.087 -0.122 0.546
H 0.22500 4.27225 -2.51058 0.098 0.018 0.100 0.609
H 0.27190 3.46125 -4.82078 0.036 0.069 0.008 0.496
H -0.48330 1.17455 -5.37708 -0.024 0.005 -0.058 0.516
H -1.48770 -0.24975 -3.63758 0.026 -0.069 0.018 0.565
C -3.91050 -5.36525 -0.36078 -0.565 -0.486 -0.046 -1.553
C -2.78760 -4.46435 -0.21758 0.590 0.419 -0.072 0.462
C -2.79920 -3.42815 0.76542 0.213 0.423 0.247 -0.839
C -1.78710 -2.52675 0.89352 -0.411 -0.058 -0.003 0.359
C -1.86190 -1.49125 1.97642 -0.306 0.066 0.119 -0.755
C -0.62670 -2.61555 0.00392 0.465 0.623 0.338 1.319
C 0.40260 -1.68855 0.03762 0.292 -3.305 -0.929 -0.440
O 0.52500 -0.70255 0.93442 0.238 -0.530 1.675 -0.392
C -0.55990 -3.74855 -0.93088 -0.293 -0.281 0.027 0.628
C 0.64920 -4.04125 -1.73938 0.258 -0.086 -0.218 -1.739
C -1.63440 -4.59415 -1.01948 0.270 0.125 -0.147 -0.713
H -4.86700 -4.91825 -0.08148 0.056 0.096 -0.086 0.443
H -3.79640 -6.19215 0.36162 0.166 -0.015 0.085 0.369
H -3.95550 -5.84485 -1.33858 -0.015 0.074 0.009 0.437
H -3.65220 -3.37965 1.42812 -0.059 0.075 0.063 0.537
H -2.81200 -1.57125 2.50182 0.006 0.029 -0.012 0.522
H -1.78550 -0.44865 1.59642 -0.136 -0.552 0.375 -0.139
H -1.06700 -1.66835 2.70452 0.052 0.216 -0.008 0.324
H 1.32300 -1.86635 -0.54798 -0.546 0.146 0.154 0.585
H 1.55290 -4.02305 -1.13308 0.090 -0.011 0.057 0.405
H 0.78120 -3.34155 -2.56598 -0.010 0.127 -0.049 0.375
H 0.57310 -5.03555 -2.17698 0.019 0.067 -0.004 0.457
H -1.60000 -5.40955 -1.72858 0.051 -0.080 -0.020 0.534

---

Record 2
28
Properties=species:S:1:pos:R:3:forces:R:3:mulliken_charge:R:1 method="wB97M-V/def2-TZVPD" smiles=CSc1ccc(C[C@H](C)NO)cc1 e_above_lowest_kcal_mol=0.0 spin_multiplicity=1 homo_ev=-8.62
C -4.09790 0.74117 1.67427 -0.929 -0.526 0.007 -0.758
C -2.29083 -0.98025 0.44093 1.656 -0.397 0.890 -0.153
C -1.29082 -1.48841 1.29254 2.298 0.530 -0.680 -0.633
C 0.05998 -1.50011 0.88416 -0.147 0.939 -1.765 -0.523
C 0.43184 -0.91902 -0.39224 0.319 -1.601 1.156 0.452
C 1.88311 -0.93604 -0.87797 -0.891 -0.472 1.051 -1.192
C 2.54577 0.42131 -0.63018 0.927 0.218 -0.835 0.284
C 2.64019 0.79987 0.84291 1.292 1.874 0.505 -1.430
C -0.57312 -0.44491 -1.17824 -1.711 0.788 -0.863 0.115
C -1.92391 -0.50247 -0.78490 0.810 0.250 -0.553 -0.566
H -5.16818 0.85898 2.02224 1.138 -0.361 -0.452 0.294
H -3.46214 0.76924 2.56987 -0.031 0.595 -0.526 0.257
H -3.92985 1.50920 0.88473 0.264 -0.624 0.765 0.265
H -1.45599 -1.74349 2.31570 -0.653 -0.460 0.359 0.420
H 0.90824 -1.90175 1.44869 -0.681 0.064 0.277 0.319
H 2.36678 -1.76478 -0.31586 0.166 0.709 -0.283 0.487
H 1.97194 -1.18545 -1.93499 -0.283 0.068 0.032 0.366
H 3.55185 0.33301 -1.09886 -0.350 0.194 0.577 0.376
H 3.20966 1.81807 0.97222 -1.074 -1.802 -0.403 0.362
H 1.64751 0.95190 1.30663 0.436 -0.319 -0.178 0.299
H 3.24927 0.06841 1.41976 -0.668 0.296 -0.402 0.327
H 0.98862 1.68608 -0.96388 -0.220 -0.043 -0.214 0.376
H 2.13154 1.84092 -3.19658 -0.121 -0.241 -0.102 0.351
H -0.42934 0.03729 -2.15014 0.503 -0.398 0.269 0.374
H -2.66275 -0.14096 -1.47802 -0.295 0.096 -0.052 0.475
N 1.90261 1.53806 -1.38351 0.557 -0.338 1.746 -0.426
O 1.69466 1.13325 -2.70590 -0.050 0.165 -0.817 -0.422
S -3.89875 -0.99911 1.01662 -2.261 0.796 0.491 -0.094

---

Record 3
19
Properties=species:S:1:pos:R:3:forces:R:3:mulliken_charge:R:1 method="wB97M-V/def2-TZVPD" e_above_lowest_kcal_mol=172.0 spin_multiplicity=1 homo_ev=-8.00
C -0.84478 0.43056 -0.19889 0.845 2.103 -0.411 0.578
C 0.25106 1.22885 -0.82457 -0.659 2.120 -2.280 -0.775
C 1.53914 0.83389 -0.12188 -0.456 -1.039 2.421 -0.641
C 1.59199 -0.77042 0.07090 2.244 2.869 4.122 -0.622
C -0.44668 -0.97231 -0.30634 1.686 0.577 -2.486 -0.377
C -1.78888 -0.65873 -0.60287 -4.103 1.017 0.837 -0.368
H -1.03006 -0.13699 1.72635 -0.313 4.709 -0.834 0.319
H -1.66837 2.00152 1.34485 2.395 -5.045 -0.618 0.269
H -0.14016 2.28179 -0.53971 1.603 -0.889 -1.326 0.316
H 0.39842 1.00408 -1.94701 -0.703 0.858 1.394 0.201
H 1.48897 1.33297 0.86691 -0.241 -0.849 -0.077 0.269
H 2.51585 1.19516 -0.38500 0.280 0.057 -1.435 0.486
H 2.39833 -0.96882 0.86434 -0.836 0.053 -1.562 0.356
H 1.74940 -1.20362 -0.87390 0.590 -1.024 -0.954 0.391
H 0.07471 -0.99568 -1.32388 -0.820 -0.827 1.241 0.260
H -1.93542 -0.82614 -1.70293 -1.155 0.084 1.458 0.249
H -2.53695 -0.50676 0.29588 0.636 -1.257 -2.620 0.246
N -0.90573 0.92251 1.16413 -2.539 -0.839 2.170 -0.668
O 0.40178 -1.27327 0.67838 1.546 -2.678 0.958 -0.489

---

Record 4
46
Properties=species:S:1:pos:R:3:forces:R:3:mulliken_charge:R:1 method="wB97M-V/def2-TZVPD" spin_multiplicity=1 homo_ev=-3.79 total_charge=-1
C -5.33254 -0.50431 -0.67642 0.491 0.554 -0.374 -0.775
O -4.61453 0.71983 -0.97356 -1.149 -0.567 -0.228 -0.468
C -3.32251 0.62897 -1.36581 1.279 -0.362 0.002 0.866
C -2.58752 1.83824 -1.40232 -0.890 -1.123 0.169 -0.750
C -1.21547 1.78594 -1.32326 0.697 -0.637 -0.037 -0.810
C -0.49475 0.54553 -1.25144 -2.247 0.144 -0.131 0.439
C 0.91941 0.52669 -0.96506 2.155 -0.357 -0.533 0.417
C 1.62345 -0.74659 -0.82409 -0.677 1.022 -0.465 0.376
O 1.09486 -1.82692 -0.61735 0.371 -0.250 0.152 -0.718
O 2.99186 -0.76307 -0.97616 0.624 0.463 0.317 -0.380
C 3.72923 0.47427 -0.89917 -0.598 -0.221 -0.781 1.572
C 3.91549 0.91313 0.54362 0.035 0.088 0.125 -1.236
C 5.07085 0.24653 -1.60712 -0.525 -0.021 0.029 -1.771
O 3.05127 1.47840 -1.66549 0.400 -0.305 0.686 -0.341
C 1.70685 1.68972 -1.38918 -0.456 0.020 0.183 -0.003
O 1.29826 2.82209 -1.59525 0.623 -0.560 -0.027 -0.743
C -1.26953 -0.63470 -1.47564 1.006 0.708 -0.125 -0.290
C -2.64671 -0.60065 -1.56711 -1.008 0.984 0.249 -0.587
H -6.30815 -0.14426 -0.35754 -0.087 -0.207 -0.064 0.269
H -5.41461 -1.13440 -1.57427 -0.137 0.165 0.175 0.325
H -4.84241 -1.06088 0.13873 -0.325 0.265 -0.594 0.370
H -3.15039 2.77398 -1.38968 0.286 -0.203 0.124 0.321
H -0.63730 2.70019 -1.29190 -0.268 -0.156 0.075 0.555
H 2.96386 1.18476 1.01770 0.233 -0.096 -0.198 0.069
H 4.36620 0.09853 1.12400 -0.097 0.212 -0.145 0.333
H 4.58020 1.78761 0.55511 -0.191 -0.202 0.060 0.428
H 4.88085 0.04388 -2.66674 0.024 -0.050 0.241 0.403
H 5.66488 1.15959 -1.53307 0.004 -0.112 0.040 0.380
H 5.60472 -0.59667 -1.15585 -0.119 0.193 -0.050 0.368
H -0.75117 -1.58510 -1.55219 -0.193 0.201 0.048 0.436
H -3.22075 -1.51842 -1.71790 0.281 0.254 0.243 0.205
O 2.58130 -0.68857 2.92746 -1.439 -1.600 -0.375 -0.622
N 1.83008 -1.67177 2.72674 2.554 -0.415 0.532 1.096
C 0.55211 -1.44555 2.13904 -0.920 0.866 -0.383 -0.549
C 0.15921 -0.14046 1.82141 1.321 -0.434 1.416 0.280
C -1.20377 -0.00781 1.74498 -2.681 1.064 -0.433 0.291
N -2.01006 1.12837 1.73818 0.649 -1.053 -0.511 0.941
O -1.75355 2.31716 1.77866 -0.480 -1.092 0.238 -0.706
O -3.34541 0.67813 1.65440 1.553 -0.767 -0.425 -0.200
N -3.36805 -0.73516 1.47817 2.041 0.283 1.740 -0.523
C -2.08072 -1.13098 1.66360 -1.614 2.252 -0.472 0.278
N -1.65045 -2.39154 1.73571 1.171 -1.317 0.203 -0.672
C -0.36328 -2.54330 2.00661 -0.705 0.367 -0.267 -0.251
O 2.15444 -2.83885 3.04207 -0.760 1.880 -0.524 -0.657
H 0.81119 0.72512 1.85664 0.007 -0.280 0.100 0.528
H 0.03304 -3.55669 2.12076 -0.238 0.401 -0.007 0.507